Record 1
This record from the OMol25 dataset describes a 2-piece molecular cluster, C9H25BNO8P2S overall at a distorted geometry. The level of theory is ωB97M-V with the def2-TZVPD basis set.

Kohn-Sham gap   4.099 eV
Lowest unoccupied orbital energy   -0.23 eV
HOMO   -4.332 eV
Charge   -1
2S+1   1
DFT total energy   -57697.8132 eV

XYZ file:
```
47
C9H25BNO8P2S (ωB97M-V with the def2-TZVPD basis set)
N -0.56 1.14 0.19
C 0.01 1.04 1.57
B 1.31 0.03 1.72
C 0.99 -1.01 2.94
C 2.21 -1.93 3.41
C 3.44 -1.13 4.05
C 4.64 -2.22 4.22
O 4.14 -3.44 4.89
C 4.95 -4.54 4.57
O 6.18 -4.47 4.39
P 1.88 -0.79 0.08
O 0.66 -1.83 -0.56
O 3.30 -1.77 0.26
S 2.37 0.53 -1.32
H -1.52 1.56 0.22
H 0.00 1.88 -0.27
H -0.82 0.59 2.23
H 0.26 2.06 2.06
H 2.23 0.72 2.09
H 0.70 -0.37 3.86
H 0.06 -1.64 2.70
H 1.80 -2.61 4.25
H 2.58 -2.66 2.61
H 3.79 -0.24 3.46
H 3.14 -0.86 5.13
H 5.47 -1.77 4.86
H 5.08 -2.47 3.20
H 4.45 -5.57 4.50
H 0.71 -2.68 -0.06
H 4.03 -1.12 0.11
C -3.49 -0.50 -3.30
O -4.19 0.74 -3.42
P -3.26 2.00 -4.14
O -2.45 2.23 -2.87
O -4.58 2.99 -4.12
C -5.89 2.54 -3.81
O -2.37 3.18 -5.01
C -3.03 4.18 -5.77
H -4.16 -1.24 -2.87
H -3.16 -0.84 -4.29
H -2.62 -0.39 -2.64
H -5.97 2.34 -2.74
H -6.16 1.66 -4.39
H -6.59 3.34 -4.06
H -3.50 4.91 -5.11
H -3.77 3.73 -6.44
H -2.28 4.70 -6.37
```

Löwdin atomic charge list, values in e, 6 entries:
1. N -0.08
2. C -0.30
3. B -0.75
4. C -0.23
5. C -0.25
6. C -0.16

Record 2
This record from the OMol25 dataset describes a single C5H11N3OS molecule at a distorted geometry. The level of theory is ωB97M-V with the def2-TZVPD basis set.

Kohn-Sham gap   8.466 eV
Energy above the lowest of the compared OMol25 structures with the same formula, charge and spin   473.85 kJ/mol
Lowest unoccupied orbital energy   0.50 eV
HOMO   -7.966 eV
Structure (SMILES)   C=NN=[S@]1(=O)CCCN1C
Charge   0
2S+1   1
DFT total energy   -22710.8523 eV

XYZ file:
```
21
C5H11N3OS (ωB97M-V with the def2-TZVPD basis set)
C 1.89 -3.60 1.09
C 0.43 2.02 -1.08
C -0.32 1.97 0.36
C 0.30 0.67 -1.74
C -2.14 0.46 1.16
N 1.78 -2.58 0.42
N 1.79 -1.65 -0.28
N -1.08 0.73 0.12
O -0.63 -1.61 -0.88
S 0.08 -0.48 -0.35
H 1.49 -3.79 2.02
H 2.31 -4.44 0.68
H 0.10 2.87 -1.77
H 1.44 2.32 -0.93
H 0.37 1.92 1.11
H -0.93 2.88 0.43
H -0.73 0.66 -2.10
H 1.11 0.54 -2.46
H -1.77 0.02 2.19
H -2.73 1.38 1.28
H -2.77 -0.29 0.73
```

Löwdin atomic charge list, values in e, 6 entries:
1. C -0.02
2. C -0.22
3. C -0.20
4. C -0.29
5. C -0.10
6. N -0.16

Record 3
This record from the OMol25 dataset describes a single C4H10N2O3 molecule at a distorted geometry. The level of theory is ωB97M-V with the def2-TZVPD basis set.

Kohn-Sham gap   9.650 eV
Energy above the lowest of the compared OMol25 structures with the same formula, charge and spin   334.16 kJ/mol
Lowest unoccupied orbital energy   0.72 eV
HOMO   -8.934 eV
Structure (SMILES)   CC(C)([O-])[N@H+](O)C(N)=O
Charge   0
2S+1   1
DFT total energy   -13430.3930 eV

XYZ file:
```
19
C4H10N2O3 (ωB97M-V with the def2-TZVPD basis set)
C 0.57 1.35 1.43
C 1.55 0.96 -0.88
C 0.70 0.39 0.25
O 0.88 -0.86 0.55
H -0.10 0.93 2.18
H 1.34 2.01 -1.11
H 1.56 1.44 1.88
H 0.21 2.33 1.13
H 1.41 0.39 -1.81
H 2.59 0.86 -0.59
N -0.90 0.14 -0.52
C -0.65 -1.36 -0.86
N -1.30 -2.20 0.05
O -2.03 0.38 0.29
O -0.40 -1.62 -2.00
H -2.12 -0.47 0.78
H -1.04 0.65 -1.40
H -0.84 -2.21 0.95
H -1.43 -3.12 -0.33
```

Löwdin atomic charge list, values in e, 6 entries:
1. C -0.02
2. C -0.02
3. C -0.59
4. O -0.13
5. H 0.08
6. H 0.08

Record 4
This record from the OMol25 dataset describes a 2-piece molecular cluster, C2H5FS overall at a distorted geometry. The level of theory is ωB97M-V with the def2-TZVPD basis set.

Kohn-Sham gap   9.858 eV
Energy above the lowest of the compared OMol25 structures with the same formula, charge and spin   262.81 kJ/mol
Lowest unoccupied orbital energy   -0.07 eV
HOMO   -9.927 eV
Charge   0
2S+1   1
DFT total energy   -15704.6324 eV

XYZ file:
```
9
C2H5FS (ωB97M-V with the def2-TZVPD basis set)
C 1.40 -0.16 -0.19
C -2.59 0.87 0.45
F -1.39 1.50 0.56
S -2.28 -0.76 0.12
H 2.03 0.68 0.18
H 0.35 0.16 -0.30
H 1.96 -0.31 -1.17
H 1.45 -1.12 0.33
H -0.95 -0.86 0.03
```

Löwdin atomic charge list, values in e, 6 entries:
1. C -0.06
2. C -0.46
3. F -0.16
4. S 0.80
5. H 0.04
6. H -0.04

Record 5
This record from the OMol25 dataset describes a single C3H7NO3S2 molecule at a distorted geometry. The level of theory is ωB97M-V with the def2-TZVPD basis set.

Kohn-Sham gap (alpha / beta)   4.033 / 4.036 eV
Energy above the lowest of the compared OMol25 structures with the same formula, charge and spin   338.53 kJ/mol
Lowest unoccupied orbital energy (alpha / beta)   -2.89 / -2.89 eV
HOMO (alpha / beta)   -6.919 / -6.924 eV
Charge   0
2S+1   1
DFT total energy   -32522.6068 eV

XYZ file:
```
16
C3H7NO3S2 (ωB97M-V with the def2-TZVPD basis set)
C 0.61 0.96 -1.29
C -0.79 1.38 -1.41
C 0.22 -1.00 0.16
N 0.78 0.23 -0.04
O 0.43 -2.51 2.32
O 0.11 -0.04 2.55
O -1.75 -1.46 1.88
S -0.81 2.17 -3.13
S -0.37 -1.19 1.84
H 0.75 0.21 -2.13
H 1.40 1.76 -1.49
H -1.42 0.54 -1.62
H -1.31 1.93 -0.61
H -0.23 -1.50 -0.63
H 1.06 0.73 0.78
H 1.30 -2.21 2.83
```

Löwdin atomic charge list, values in e, 6 entries:
1. C -0.36
2. C -0.67
3. C -0.03
4. N 0.04
5. O -0.19
6. O -0.27

Record 6
This record from the OMol25 dataset describes C28H35NPRuS2 as an isolated structure at a distorted geometry. The level of theory is ωB97M-V with the def2-TZVPD basis set.

Kohn-Sham gap (alpha / beta)   7.648 / 5.247 eV
Energy above the lowest of the compared OMol25 structures with the same formula, charge and spin   30.02 kJ/mol
Lowest unoccupied orbital energy (alpha / beta)   -2.68 / -5.53 eV
HOMO (alpha / beta)   -10.329 / -10.775 eV
Charge   +1
2S+1   5
DFT total energy   -64630.5964 eV

XYZ file:
```
68
C28H35NPRuS2 (ωB97M-V with the def2-TZVPD basis set)
Ru 0.13 0.94 -0.39
S -0.46 3.16 -0.59
C 0.67 3.86 -1.71
C 0.58 5.22 -2.03
C 1.50 5.78 -2.90
C 2.52 5.01 -3.44
C 2.59 3.65 -3.17
C 1.65 3.07 -2.32
S 1.64 1.33 -2.12
H -0.22 5.81 -1.61
H 1.41 6.82 -3.16
H 3.25 5.46 -4.10
H 3.36 3.04 -3.62
C -2.36 1.32 2.55
C -0.93 1.46 3.09
C -0.87 1.08 4.56
P 0.17 0.54 1.92
C 1.90 0.69 2.55
C 2.78 -0.10 1.59
C 2.28 2.17 2.54
C -0.15 -1.25 1.96
C -0.26 -2.06 3.08
C -0.54 -3.41 2.96
C -0.67 -4.29 4.17
C -0.74 -3.95 1.68
C -0.61 -3.18 0.55
C -0.28 -1.81 0.66
N -0.06 -1.01 -0.39
C -0.50 -1.27 -1.69
C -1.82 -0.91 -2.03
C -2.69 -0.18 -1.05
C -2.30 -1.25 -3.28
C -1.51 -1.94 -4.20
C -2.08 -2.31 -5.52
C -0.20 -2.24 -3.86
C 0.33 -1.91 -2.62
C 1.75 -2.22 -2.27
H -3.05 1.89 3.17
H -2.67 0.28 2.57
H -2.43 1.70 1.53
H -0.61 2.51 2.97
H -1.27 0.08 4.72
H -1.49 1.78 5.12
H 0.14 1.13 4.96
H 1.96 0.26 3.56
H 2.63 0.27 0.56
H 2.55 -1.16 1.63
H 3.83 0.02 1.84
H 2.00 2.61 1.58
H 3.35 2.29 2.68
H 1.76 2.72 3.33
H -0.12 -1.62 4.06
H -0.27 -3.80 5.05
H -0.15 -5.23 4.02
H -1.72 -4.53 4.35
H -1.00 -4.99 1.59
H -0.75 -3.61 -0.43
H -2.17 0.74 -0.69
H -2.92 -0.81 -0.19
H -3.61 0.13 -1.52
H -3.32 -0.99 -3.54
H -3.09 -2.72 -5.40
H -1.46 -3.05 -6.03
H -2.16 -1.43 -6.16
H 0.43 -2.75 -4.57
H 2.12 -3.06 -2.85
H 1.87 -2.44 -1.21
H 2.38 -1.35 -2.50
```

Löwdin atomic charge list, values in e, 6 entries:
1. Ru 0.66
2. S 0.68
3. C -0.67
4. C -0.11
5. C -0.07
6. C -0.05

Record 7
This record from the OMol25 dataset describes a 11-piece molecular cluster, C64H153N11O11 overall at a distorted geometry. The level of theory is ωB97M-V with the def2-TZVPD basis set.

Kohn-Sham gap   8.697 eV
Energy above the lowest of the compared OMol25 structures with the same formula, charge and spin   439.76 kJ/mol
Lowest unoccupied orbital energy   0.42 eV
HOMO   -8.274 eV
Structure (SMILES)   CC1(C)CCCC(C)(C)N1O.CC1(C)CCCC(C)(C)N1O.CC1(C)CCCC(C)(C)N1O.CC1(C)CCCC(C)(C)N1O.COC[C@H](C)N.COC[C@H](C)N.COC[C@H](C)N.COC[C@H](C)N.COC[C@H](C)N.COC[C@H](C)N.COC[C@H](C)N
Charge   0
2S+1   1
DFT total energy   -107750.6608 eV

XYZ file:
```
239
C64H153N11O11 (ωB97M-V with the def2-TZVPD basis set)
C 5.89 5.14 24.98
C 6.55 3.79 24.79
C 7.80 3.69 25.72
C 8.40 2.31 25.71
C 7.35 1.28 26.13
C 5.99 1.30 25.27
N 5.58 2.73 25.12
O 4.33 2.90 24.46
C 6.23 0.58 23.90
C 4.90 0.66 26.15
C 7.08 3.70 23.37
H 5.15 5.34 24.21
H 6.55 6.00 25.04
H 5.24 5.27 25.85
H 8.49 4.50 25.47
H 7.50 3.93 26.74
H 9.24 2.35 26.40
H 8.79 2.05 24.72
H 7.20 1.48 27.19
H 7.73 0.27 26.02
H 6.34 -0.49 24.08
H 5.43 0.75 23.18
H 7.08 0.90 23.29
H 3.87 1.01 26.05
H 4.98 -0.41 25.98
H 5.12 0.72 27.22
H 6.21 3.76 22.72
H 7.69 2.83 23.12
H 7.65 4.56 23.01
H 3.76 3.00 25.22
C 0.40 1.31 30.30
C 0.86 2.84 30.20
C 1.54 3.10 31.52
C 2.45 4.37 31.60
C 3.40 4.39 30.41
C 2.62 4.21 29.05
N 1.79 3.01 29.10
O 1.27 2.47 27.87
C 1.93 5.54 28.64
C 3.73 4.00 27.97
C -0.40 3.80 30.04
H -0.47 1.03 29.70
H -0.08 1.01 31.23
H 1.26 0.68 30.08
H 0.75 3.00 32.27
H 2.24 2.27 31.67
H 2.90 4.38 32.59
H 1.90 5.30 31.76
H 4.16 3.62 30.58
H 3.79 5.40 30.43
H 1.42 5.97 29.51
H 2.63 6.34 28.41
H 1.27 5.40 27.79
H 3.19 3.98 27.02
H 4.52 4.75 27.98
H 4.21 3.04 28.10
H -0.20 4.79 30.44
H -1.33 3.53 30.55
H -0.78 3.98 29.03
H 1.69 1.61 27.83
C 3.66 10.19 34.40
C 2.93 9.96 33.04
C 1.82 11.03 33.01
C 1.12 11.21 31.71
C 2.18 11.38 30.64
C 3.32 10.28 30.52
N 3.87 10.15 31.88
O 4.89 9.18 31.98
C 2.59 8.97 30.01
C 4.41 10.75 29.51
C 2.16 8.61 33.11
H 2.91 10.10 35.18
H 4.20 11.14 34.44
H 4.49 9.56 34.72
H 1.16 10.97 33.87
H 2.36 11.96 33.20
H 0.51 12.11 31.76
H 0.49 10.34 31.54
H 2.53 12.41 30.76
H 1.77 11.33 29.64
H 2.12 8.96 29.03
H 3.23 8.10 30.12
H 1.71 8.74 30.61
H 4.14 10.46 28.50
H 4.49 11.84 29.60
H 5.36 10.32 29.82
H 1.92 8.35 34.14
H 2.83 7.83 32.75
H 1.17 8.56 32.65
H 5.58 9.69 32.41
C 6.30 6.71 29.32
C 7.69 7.39 29.00
C 8.71 6.14 29.13
C 10.13 6.51 28.78
C 10.14 7.04 27.32
C 9.16 8.10 26.98
N 7.82 7.86 27.60
O 6.84 8.85 27.22
C 9.92 9.38 27.38
C 8.98 8.13 25.41
C 8.01 8.45 30.03
H 6.10 5.94 28.57
H 5.52 7.48 29.32
H 6.19 6.40 30.35
H 8.72 5.84 30.18
H 8.28 5.34 28.54
H 10.78 5.64 28.86
H 10.39 7.31 29.48
H 10.07 6.22 26.60
H 11.14 7.41 27.13
H 10.50 9.22 28.29
H 10.51 9.77 26.55
H 9.28 10.27 27.41
H 9.90 8.22 24.83
H 8.57 7.16 25.15
H 8.21 8.79 25.01
H 8.20 7.98 31.00
H 7.23 9.20 30.19
H 8.93 8.94 29.71
H 6.22 8.37 26.67
C 11.57 2.70 28.88
C 10.47 2.75 30.05
C 9.03 2.33 29.65
O 8.12 2.90 30.60
C 6.88 2.31 30.48
N 10.95 1.77 30.97
H 12.49 3.15 29.26
H 11.36 3.26 27.97
H 11.83 1.69 28.56
H 10.50 3.76 30.46
H 9.06 1.26 29.47
H 8.78 2.81 28.70
H 6.87 1.24 30.25
H 6.33 2.92 29.76
H 6.27 2.44 31.37
H 11.81 1.96 31.45
H 10.34 1.96 31.76
C 6.36 12.56 23.32
C 6.60 12.54 24.78
C 5.59 11.59 25.47
O 4.20 11.96 25.10
C 3.15 11.36 25.89
N 7.94 12.05 25.02
H 6.88 13.38 22.82
H 5.32 12.81 23.12
H 6.62 11.67 22.75
H 6.43 13.53 25.22
H 5.79 11.67 26.53
H 5.77 10.53 25.28
H 2.16 11.64 25.54
H 3.27 11.88 26.84
H 3.18 10.28 26.06
H 8.62 12.64 24.56
H 7.98 11.17 24.52
C 9.83 5.37 33.91
C 8.68 4.34 33.92
C 7.36 4.82 33.29
O 6.97 5.93 34.00
C 5.67 6.45 33.73
N 9.22 3.19 33.19
H 9.42 6.22 34.45
H 10.08 5.62 32.87
H 10.67 5.00 34.49
H 8.46 4.06 34.95
H 6.60 4.05 33.36
H 7.59 5.16 32.27
H 5.56 6.34 32.65
H 5.50 7.46 34.11
H 4.99 5.70 34.13
H 9.02 3.25 32.20
H 8.67 2.36 33.38
C 9.73 9.83 33.05
C 8.26 9.51 33.52
C 8.28 9.07 34.97
O 9.11 9.87 35.76
C 8.80 9.80 37.13
N 7.50 10.69 33.34
H 10.31 10.45 33.73
H 9.90 10.24 32.06
H 10.28 8.89 32.91
H 7.81 8.72 32.92
H 8.73 8.08 35.08
H 7.25 8.95 35.30
H 9.47 10.46 37.69
H 8.99 8.83 37.57
H 7.81 10.19 37.34
H 7.90 11.33 34.01
H 7.74 10.98 32.40
C 8.27 14.47 31.11
C 8.34 13.26 30.15
C 9.75 12.69 30.00
O 10.72 13.51 29.31
C 10.61 13.47 27.87
N 7.47 12.19 30.70
H 8.78 14.17 32.03
H 7.26 14.85 31.27
H 8.82 15.32 30.69
H 7.90 13.55 29.20
H 9.67 11.76 29.43
H 10.17 12.43 30.98
H 9.64 13.82 27.52
H 10.62 12.45 27.47
H 11.31 14.12 27.35
H 6.65 12.53 31.18
H 7.11 11.69 29.90
C 17.88 6.27 30.42
C 16.97 7.55 30.28
C 15.61 7.19 29.76
O 14.82 8.30 29.52
C 13.37 8.05 29.60
N 16.98 8.29 31.58
H 18.93 6.55 30.57
H 17.79 5.63 29.54
H 17.55 5.82 31.36
H 17.39 8.20 29.52
H 15.18 6.59 30.56
H 15.67 6.56 28.87
H 13.11 9.11 29.49
H 13.07 7.58 30.54
H 13.15 7.55 28.67
H 17.96 8.51 31.74
H 16.57 9.16 31.29
C 10.79 10.53 23.13
C 11.64 11.70 22.54
C 11.40 13.08 23.20
O 10.03 13.48 23.19
C 9.55 13.63 21.86
N 13.05 11.38 22.72
H 9.71 10.67 23.07
H 11.08 10.40 24.18
H 10.90 9.57 22.63
H 11.38 11.88 21.50
H 12.16 13.83 22.96
H 11.60 12.88 24.25
H 9.22 12.68 21.46
H 10.28 14.15 21.24
H 8.62 14.19 21.89
H 13.33 10.55 22.22
H 13.20 11.10 23.68
```

Löwdin atomic charge list, values in e, 6 entries:
1. C -0.03
2. C -0.50
3. C -0.14
4. C -0.19
5. C -0.10
6. C -0.43

Record 8
This record from the OMol25 dataset describes C18H28B3BeCl2F12N8 as an isolated structure at a distorted geometry. The level of theory is ωB97M-V with the def2-TZVPD basis set.

Kohn-Sham gap   7.804 eV
Lowest unoccupied orbital energy   0.33 eV
HOMO   -7.472 eV
Charge   -1
2S+1   1
DFT total energy   -91142.3945 eV

XYZ file:
```
72
C18H28B3BeCl2F12N8 (ωB97M-V with the def2-TZVPD basis set)
Be 0.58 -0.14 0.01
B 2.19 1.75 -2.00
F 2.23 0.41 -1.71
F 1.13 2.20 -1.20
F 3.37 2.27 -1.54
F 1.86 1.87 -3.34
B -0.58 1.82 2.21
F -1.50 2.71 1.74
F -0.93 0.57 1.76
F 0.70 2.03 1.78
F -0.45 1.85 3.62
B 1.95 -0.54 2.84
F 1.61 0.29 3.88
F 2.52 0.12 1.85
F 2.85 -1.57 3.17
F 0.77 -1.11 2.26
C -2.28 -4.38 0.69
C -1.76 -3.02 0.42
N -1.37 -1.97 0.23
H -1.39 -5.02 0.75
H -2.99 -4.59 -0.10
H -2.78 -4.44 1.66
C 1.81 5.07 -1.63
C 0.52 5.75 -1.57
N -0.52 6.30 -1.46
H 1.94 4.34 -2.43
H 1.98 4.58 -0.68
H 2.53 5.86 -1.87
C -0.82 -2.99 4.45
C -0.99 -1.59 4.68
N -1.09 -0.43 4.87
H 0.12 -3.12 3.91
H -1.62 -3.46 3.88
H -0.84 -3.63 5.33
C -1.70 3.15 -3.21
C -1.55 2.03 -2.28
N -1.45 1.14 -1.52
H -1.83 4.13 -2.75
H -2.51 2.97 -3.92
H -0.83 3.17 -3.86
C 3.89 2.96 2.37
C 2.97 3.03 3.54
N 2.26 3.09 4.42
H 3.83 3.98 2.01
H 3.62 2.29 1.56
H 4.94 2.82 2.62
C 1.91 -1.53 -4.09
C 0.72 -1.49 -3.23
N -0.19 -1.34 -2.60
H 2.35 -2.52 -4.15
H 2.71 -0.87 -3.74
H 1.46 -1.32 -5.06
C 4.78 -3.37 -0.01
C 3.42 -2.76 -0.08
N 2.43 -2.16 -0.03
H 4.94 -3.94 0.90
H 5.61 -2.66 0.02
H 4.97 -4.08 -0.82
C -3.86 0.39 1.53
C -4.03 -0.99 1.97
N -4.19 -2.09 2.25
H -3.35 1.10 2.19
H -4.81 0.79 1.18
H -3.19 0.31 0.67
Cl -5.69 -0.48 -3.02
C -4.13 -1.08 -2.38
C -3.63 -2.32 -3.15
Cl -4.67 -3.80 -2.94
H -4.37 -1.41 -1.37
H -3.38 -0.29 -2.36
H -2.60 -2.56 -2.89
H -3.65 -2.08 -4.21
```

Löwdin atomic charge list, values in e, 6 entries:
1. Be 1.05
2. B -1.41
3. F 0.13
4. F 0.11
5. F 0.16
6. F 0.14